1.
{"formula": "C33H66BrCl2N7O12S2", "method": "ωB97M-V with the def2-TZVPD basis set", "spin_multiplicity": 1, "homo_lumo_gap_ev": 8.41, "smiles": "NC[C@]1(Cl)NC(=O)[C@@](CCCCS(=O)(=O)Cl)(CCSc2nnco2)[C@]1(O)CC(=O)Br.COCCNCCOC.COCCNCCOC.COCCNCCOC", "lumo_ha": 0.005, "elements": ["Br", "Cl", "Cl", "S", "S", "O", "O", "O", "O", "O", "O", "O", "O", "O", "O", "O", "O", "N", "N", "N", "N", "N", "N", "N", "C", "C", "C", "C", "C", "C", "C", "C", "C", "C", "C", "C", "C", "C", "C", "C", "C", "C", "C", "C", "C", "C", "C", "C", "C", "C", "C", "C", "C", "C", "C", "C", "C", "H", "H", "H", "H", "H", "H", "H", "H", "H", "H", "H", "H", "H", "H", "H", "H", "H", "H", "H", "H", "H", "H", "H", "H", "H", "H", "H", "H", "H", "H", "H", "H", "H", "H", "H", "H", "H", "H", "H", "H", "H", "H", "H", "H", "H", "H", "H", "H", "H", "H", "H", "H", "H", "H", "H", "H", "H", "H", "H", "H", "H", "H", "H", "H", "H", "H"], "coordinates": [[0.49, 1.91, 3.27], [0.39, 3.40, -2.25], [-6.12, 3.44, 4.48], [-1.55, 3.76, -2.74], [-3.66, 6.58, 2.07], [-0.53, 4.29, 4.13], [-2.21, 2.50, -2.80], [1.17, -4.78, -0.45], [-0.52, -7.87, -0.63], [-0.53, -12.44, -0.95], [4.25, 3.37, -1.38], [1.22, -0.21, -0.54], [-3.78, 0.91, 1.21], [-3.55, 8.54, 3.87], [8.18, 4.12, -3.62], [-3.54, 4.52, 4.25], [-1.53, 4.50, -3.95], [-5.00, 1.55, 3.06], [5.28, 3.98, -4.28], [-5.56, 8.58, 4.70], [-5.52, 7.59, 3.73], [-4.31, 2.32, 6.62], [1.49, -10.26, -0.88], [0.03, -2.40, -2.15], [-3.39, 3.26, 3.63], [3.83, 4.43, -2.22], [0.57, -8.16, 0.24], [2.34, 0.03, -1.37], [3.95, 4.13, -3.71], [8.50, 2.80, -4.02], [1.72, -8.89, -0.43], [-4.68, 4.04, 1.46], [0.77, -12.54, -0.37], [-0.04, -0.14, -1.20], [-0.19, -4.55, -0.77], [-1.48, -8.90, -0.77], [-0.84, 3.16, 3.95], [-2.17, 2.59, 4.29], [-0.40, -3.79, -2.08], [-4.64, 2.44, 4.14], [5.63, 3.33, -1.09], [-4.40, 9.09, 4.75], [-5.04, 5.41, 2.00], [-1.38, 4.31, 0.97], [1.82, -3.73, 0.24], [-4.09, 1.75, 2.00], [-0.69, -1.50, -1.25], [1.22, -11.21, 0.19], [-3.53, 3.20, 2.09], [7.53, 4.89, -4.62], [-2.29, 4.80, -1.48], [-0.55, -12.61, -2.36], [-1.49, 5.23, -0.25], [-2.33, 3.11, 1.12], [6.10, 5.18, -4.24], [-4.32, 7.61, 3.28], [-4.48, 1.56, 5.39], [0.07, 0.28, -2.20], [-0.71, -4.08, 0.07], [-1.72, -1.39, -1.60], [2.01, -8.31, -1.31], [3.41, 3.19, -3.90], [0.70, -13.26, 0.45], [-5.60, 3.48, 1.54], [3.42, 4.90, -4.27], [4.33, 5.37, -1.95], [-2.73, 2.76, 0.19], [-4.49, 4.14, 0.41], [-5.41, 1.03, 5.44], [-0.67, 0.53, -0.62], [-1.73, 2.29, 1.49], [-5.97, 1.57, 2.81], [-2.44, -8.42, -0.98], [-1.46, -3.84, -2.34], [7.61, 2.18, -4.16], [-0.07, -13.54, -2.65], [6.08, 4.33, -1.07], [-1.58, -9.50, 0.13], [0.43, -10.86, 0.87], [-5.77, 5.85, 1.33], [-2.28, 2.81, 5.34], [-2.69, 4.97, 4.27], [-2.53, 5.69, -2.03], [2.58, -8.89, 0.25], [-1.44, 4.90, 1.86], [-4.13, 9.87, 5.41], [-0.72, -1.89, -0.22], [2.49, -0.78, -2.09], [1.49, -12.93, -1.09], [1.13, -3.18, 0.88], [9.11, 2.36, -3.22], [-3.46, 2.11, 7.11], [9.09, 2.80, -4.94], [-0.38, 3.90, 0.98], [-1.59, -12.64, -2.66], [6.11, 5.64, -3.24], [6.18, 2.71, -1.80], [0.14, -4.33, -2.86], [-2.14, 1.52, 4.14], [0.72, -10.27, -1.53], [-3.22, 4.31, -1.26], [-0.06, -11.77, -2.87], [8.07, 5.84, -4.70], [-1.86, 6.21, 0.01], [-1.25, -9.55, -1.62], [1.01, -2.36, -1.93], [5.68, 5.92, -4.94], [5.76, 3.24, -3.78], [-5.10, 2.25, 7.23], [5.75, 2.88, -0.10], [3.22, 0.09, -0.73], [7.58, 4.39, -5.59], [2.59, -4.18, 0.87], [-0.63, -5.54, -0.90], [-3.71, 0.82, 5.26], [0.21, -8.67, 1.14], [-5.51, 5.40, 2.97], [-0.48, 5.41, -0.60], [0.95, -7.19, 0.56], [2.77, 4.57, -2.01], [2.13, -11.36, 0.77], [2.25, 0.98, -1.91], [2.31, -3.03, -0.44]]}

---

2.
{"formula": "C28H41N7ORbS4", "method": "ωB97M-V with the def2-TZVPD basis set", "charge": -1, "relative_energy_kj_mol": 59.88, "spin_multiplicity": 1, "homo_lumo_gap_ev": 5.37, "lumo_ha": 0.060, "elements": ["Rb", "S", "S", "S", "S", "O", "N", "N", "N", "N", "N", "N", "N", "C", "C", "C", "C", "C", "C", "C", "C", "C", "C", "C", "C", "C", "C", "C", "C", "C", "C", "C", "C", "C", "C", "C", "C", "C", "C", "C", "C", "H", "H", "H", "H", "H", "H", "H", "H", "H", "H", "H", "H", "H", "H", "H", "H", "H", "H", "H", "H", "H", "H", "H", "H", "H", "H", "H", "H", "H", "H", "H", "H", "H", "H", "H", "H", "H", "H", "H", "H", "H"], "coordinates": [[-0.31, 1.06, 1.75], [2.54, 0.72, 3.21], [-2.93, 1.44, -0.01], [1.40, 1.58, -1.18], [0.33, -0.61, 4.82], [-2.15, 2.36, 0.89], [-0.68, -1.70, -1.40], [1.18, -2.00, 1.50], [-3.57, -1.93, -0.82], [-1.77, 2.37, 5.60], [-1.88, -2.87, 2.68], [1.51, 4.25, 3.56], [0.21, 1.50, -2.21], [4.12, -0.07, -3.68], [-0.72, 2.20, 5.15], [2.75, 5.84, -0.44], [0.73, -1.93, -1.66], [2.95, 0.49, -3.18], [2.49, 5.42, -1.74], [-0.88, -3.40, 1.76], [1.11, 3.26, 3.99], [4.04, 0.84, -1.05], [2.09, 4.12, -1.98], [1.41, -2.99, -0.78], [2.62, 4.97, 0.62], [-1.53, -2.69, -2.03], [2.09, -2.43, 0.46], [-4.05, -2.52, 1.48], [1.13, 0.78, 4.25], [0.55, -3.11, 2.21], [2.93, 0.94, -1.88], [5.24, -0.17, -2.87], [2.22, 3.65, 0.40], [5.20, 0.27, -1.55], [0.56, 2.05, 4.52], [-3.82, -3.04, 0.08], [-2.81, -1.90, 2.11], [-3.16, 2.32, -1.54], [-2.99, -2.27, -2.11], [1.96, 3.25, -0.90], [-4.61, 1.50, 0.57], [-1.02, -4.48, 1.63], [-3.45, 3.34, -1.28], [3.99, 1.18, -0.02], [-5.27, 1.03, -0.15], [2.78, -3.21, 0.84], [2.05, 0.54, -3.78], [-3.92, 1.84, -2.15], [-1.43, -3.64, -1.49], [0.89, -2.20, -2.72], [-4.87, -1.79, 1.44], [-2.19, 2.32, -2.05], [6.06, 0.18, -0.91], [1.88, 3.79, -2.98], [-1.41, -2.43, 3.46], [-4.87, 2.55, 0.73], [-3.11, -1.22, 2.91], [2.59, 6.12, -2.57], [0.54, -2.84, 3.27], [1.24, -0.99, -1.51], [2.71, -1.58, 0.18], [4.15, -0.43, -4.70], [0.44, 2.03, -3.06], [-3.54, -3.08, -2.62], [-3.06, -1.39, -2.75], [-1.01, -2.94, 0.77], [-4.38, -3.32, 2.14], [2.79, 5.28, 1.64], [-2.29, -1.30, 1.34], [0.70, -3.77, -0.51], [1.66, -1.39, 2.16], [1.18, -4.02, 2.13], [3.06, 6.87, -0.26], [-4.42, -1.40, -0.95], [2.14, 2.97, 1.25], [-0.92, -0.76, -1.71], [-1.20, -2.91, -3.07], [6.14, -0.62, -3.25], [-4.65, 0.96, 1.52], [-2.94, -3.69, 0.08], [-4.66, -3.67, -0.25], [2.18, -3.49, -1.38]]}

---

3.
{"formula": "C2H4N2", "method": "ωB97M-V with the def2-TZVPD basis set", "relative_energy_kj_mol": 249.07, "spin_multiplicity": 1, "homo_lumo_gap_ev": 13.40, "smiles": "[H][H].C#N.C#N", "lumo_ha": 0.041, "elements": ["N", "N", "C", "C", "H", "H", "H", "H"], "coordinates": [[-1.16, -0.13, -2.75], [-0.03, -0.57, 0.65], [-0.67, -1.53, 0.58], [-0.03, 0.15, -2.70], [1.06, 0.32, -2.85], [0.83, 2.19, 3.57], [-1.22, -2.41, 0.55], [1.23, 1.97, 2.95]]}

---

4.
{"formula": "C11H9Cl5F6MnO4SSi", "method": "ωB97M-V with the def2-TZVPD basis set", "spin_multiplicity": 4, "homo_lumo_gap_ev": [7.59, 8.57], "lumo_ha": [-0.050, -0.018], "s_squared": 3.979, "elements": ["Mn", "Cl", "Cl", "Cl", "Cl", "Cl", "S", "Si", "F", "F", "F", "F", "F", "F", "O", "O", "O", "O", "C", "C", "C", "C", "C", "C", "C", "C", "C", "C", "C", "H", "H", "H", "H", "H", "H", "H", "H", "H"], "coordinates": [[0.02, -0.40, -0.06], [2.64, -2.35, 3.21], [-2.10, -0.64, 1.41], [-1.90, -3.79, 5.81], [-3.56, -2.15, 3.72], [1.21, -3.88, 5.55], [-1.31, -1.96, -1.66], [2.22, -0.02, -1.08], [-1.57, -3.76, -3.52], [-0.20, 1.77, 1.70], [0.46, -3.07, -3.27], [-1.15, 2.03, -0.25], [-1.00, -1.80, -4.25], [0.97, 2.43, 0.01], [0.84, -0.92, 1.49], [-0.35, -2.42, -0.63], [-0.99, -0.49, -1.78], [-2.68, -2.28, -1.50], [-1.19, -1.56, 2.59], [0.92, -2.32, 3.39], [-1.11, -2.95, 4.53], [0.28, -2.99, 4.42], [-0.02, 1.59, 0.37], [-1.85, -2.23, 3.61], [2.77, -1.69, -1.66], [0.19, -1.58, 2.45], [-0.82, -2.70, -3.29], [1.99, 1.11, -2.52], [3.34, 0.58, 0.26], [2.80, 0.93, -3.24], [3.86, -1.65, -1.75], [3.14, 0.04, 1.19], [3.22, 1.64, 0.45], [2.35, -1.94, -2.63], [2.52, -2.50, -0.96], [1.05, 0.92, -3.03], [4.37, 0.38, -0.03], [2.02, 2.16, -2.23]]}

---

5.
{"formula": "C18H33AlBr3F12N2O25S9", "method": "ωB97M-V with the def2-TZVPD basis set", "charge": 1, "relative_energy_kj_mol": 391.60, "spin_multiplicity": 1, "homo_lumo_gap_ev": 1.36, "lumo_ha": -0.401, "elements": ["Br", "Br", "Br", "S", "S", "S", "S", "S", "S", "S", "S", "S", "Al", "F", "F", "F", "F", "F", "F", "F", "F", "F", "F", "F", "F", "O", "O", "O", "O", "O", "O", "O", "O", "O", "O", "O", "O", "O", "O", "O", "O", "O", "O", "O", "O", "O", "O", "O", "O", "O", "N", "N", "C", "C", "C", "C", "C", "C", "C", "C", "C", "C", "C", "C", "C", "C", "C", "C", "C", "C", "H", "H", "H", "H", "H", "H", "H", "H", "H", "H", "H", "H", "H", "H", "H", "H", "H", "H", "H", "H", "H", "H", "H", "H", "H", "H", "H", "H", "H", "H", "H", "H", "H"], "coordinates": [[21.44, -12.02, -18.10], [20.42, -14.96, -19.11], [23.47, -14.56, -18.42], [23.66, -16.40, -9.85], [16.84, -14.02, -1.64], [29.75, -15.23, -14.61], [26.93, -21.72, -9.37], [19.48, -24.19, -10.59], [30.03, -12.87, -13.72], [26.93, -9.70, -7.65], [29.26, -16.49, -2.86], [24.08, -15.60, -7.29], [29.21, -15.62, -9.01], [27.71, -12.54, -15.13], [23.08, -18.26, -7.27], [27.69, -11.51, -13.31], [23.42, -13.69, -10.17], [28.63, -17.54, -15.36], [28.41, -17.05, -13.25], [23.33, -17.42, -5.35], [27.23, -15.97, -14.88], [24.56, -14.73, -11.89], [22.32, -14.94, -11.52], [28.95, -10.90, -15.00], [25.04, -18.11, -6.39], [22.88, -14.90, -7.27], [30.69, -16.62, -2.59], [18.47, -14.39, -1.39], [24.15, -17.46, -10.71], [25.50, -10.03, -6.86], [25.12, -14.96, -6.43], [22.37, -16.61, -9.28], [28.78, -16.87, -4.16], [30.47, -12.14, -12.50], [18.39, -24.72, -11.42], [25.59, -22.24, -9.08], [27.82, -9.17, -6.64], [16.54, -12.71, -1.03], [30.95, -12.72, -14.82], [16.03, -15.21, -1.37], [27.44, -10.82, -8.43], [28.55, -17.40, -1.72], [20.60, -25.01, -10.21], [17.14, -13.94, -3.30], [20.10, -22.81, -11.37], [27.48, -22.45, -10.79], [31.03, -15.92, -14.66], [29.30, -14.54, -15.83], [18.95, -23.15, -9.33], [27.40, -20.36, -9.40], [24.77, -15.99, -8.86], [29.46, -14.47, -13.28], [26.34, -8.34, -8.73], [23.83, -8.51, -5.96], [19.97, -22.22, -9.07], [28.38, -16.58, -14.52], [20.46, -21.78, -10.50], [26.63, -22.66, -11.83], [26.21, -24.11, -11.89], [28.20, -22.57, -8.21], [28.65, -14.79, -2.38], [28.48, -11.94, -14.26], [25.13, -9.28, -5.73], [18.14, -14.87, -3.72], [19.17, -14.80, -2.55], [29.05, -18.75, -1.49], [23.83, -17.46, -6.58], [27.86, -19.53, -0.94], [21.69, -13.97, -18.04], [23.50, -14.83, -10.92], [25.65, -8.71, -9.48], [23.03, -9.04, -6.48], [21.55, -21.76, -10.53], [21.34, -14.21, -17.04], [29.07, -14.06, -3.06], [20.05, -14.17, -2.55], [25.80, -21.95, -11.88], [29.91, -18.81, -0.83], [27.02, -24.81, -11.72], [25.62, -24.35, -12.78], [23.38, -8.17, -5.03], [27.06, -22.40, -12.79], [19.57, -15.81, -2.41], [27.93, -23.62, -8.18], [29.16, -22.52, -8.71], [28.18, -22.10, -7.23], [23.86, -7.58, -6.54], [27.56, -14.85, -2.33], [26.93, -19.41, -1.49], [25.83, -7.61, -8.10], [25.91, -8.64, -5.31], [27.58, -19.17, 0.05], [25.04, -9.90, -4.84], [19.97, -20.84, -10.75], [29.36, -19.27, -2.40], [20.63, -22.84, -8.46], [25.54, -24.29, -11.04], [28.03, -20.61, -0.90], [27.19, -7.87, -9.22], [17.74, -15.88, -3.67], [29.00, -14.56, -1.37], [19.44, -21.43, -8.53], [18.57, -14.70, -4.70]]}

---

6.
{"formula": "C4H11N2O2", "method": "ωB97M-V with the def2-TZVPD basis set", "charge": -1, "relative_energy_kj_mol": 84.03, "spin_multiplicity": 1, "homo_lumo_gap_ev": 8.19, "lumo_ha": 0.153, "elements": ["O", "O", "N", "N", "C", "C", "C", "C", "H", "H", "H", "H", "H", "H", "H", "H", "H", "H", "H"], "coordinates": [[1.92, 1.03, 0.80], [-0.11, 1.97, 0.52], [-0.52, -1.66, -0.44], [1.05, 2.33, 2.44], [-0.45, -0.36, -1.11], [-0.76, -1.54, 0.97], [-0.29, -0.54, -2.61], [0.94, 1.71, 1.18], [0.28, -2.26, -0.65], [-0.84, -2.53, 1.47], [0.56, 3.19, 2.56], [-0.33, 0.39, -3.17], [1.92, 2.17, 2.93], [-1.08, -1.23, -2.92], [-1.42, 0.13, -0.98], [0.30, 0.29, -0.67], [0.65, -1.03, -2.90], [-1.78, -1.12, 1.06], [-0.04, -0.93, 1.54]]}

---

7.
{"formula": "C24H54BF4N5O4", "method": "ωB97M-V with the def2-TZVPD basis set", "relative_energy_kj_mol": 220.59, "spin_multiplicity": 1, "homo_lumo_gap_ev": 8.88, "lumo_ha": -0.009, "elements": ["F", "F", "F", "F", "O", "O", "O", "O", "N", "N", "N", "N", "N", "C", "C", "C", "C", "C", "C", "C", "C", "C", "C", "C", "C", "C", "C", "C", "C", "C", "C", "C", "C", "C", "C", "C", "C", "B", "H", "H", "H", "H", "H", "H", "H", "H", "H", "H", "H", "H", "H", "H", "H", "H", "H", "H", "H", "H", "H", "H", "H", "H", "H", "H", "H", "H", "H", "H", "H", "H", "H", "H", "H", "H", "H", "H", "H", "H", "H", "H", "H", "H", "H", "H", "H", "H", "H", "H", "H", "H", "H", "H"], "coordinates": [[-0.61, 0.50, -1.53], [1.05, 1.95, -1.35], [1.10, -0.13, -0.30], [-0.30, 1.58, 0.36], [-2.37, 3.24, 0.07], [1.29, 3.33, -3.80], [-2.09, -1.41, -2.69], [-4.53, 2.36, -1.66], [5.68, -0.60, -2.86], [4.92, -1.98, 0.07], [1.65, -2.69, 3.15], [-4.27, -2.53, 1.02], [1.80, 1.38, 5.39], [4.55, -2.65, 5.76], [1.28, 2.03, 4.49], [-4.96, 1.38, -3.74], [-1.80, 4.24, -0.85], [-1.71, -2.67, -2.13], [-2.75, 5.18, -1.53], [0.52, -3.73, 2.90], [4.18, -2.32, -0.81], [2.45, -2.48, 1.95], [4.30, 1.46, -1.76], [2.49, -3.26, 4.35], [0.15, 2.79, -4.37], [-3.99, 2.06, -2.87], [5.01, 0.22, -2.45], [-2.78, -3.68, -2.64], [-3.69, 0.06, 0.53], [-4.04, -1.43, 0.80], [-0.42, -1.47, 2.52], [-0.63, -2.97, 2.18], [0.80, -1.43, 3.47], [0.54, 2.82, 3.38], [-0.82, 3.95, -4.70], [3.43, -2.14, 4.96], [3.29, -2.59, -2.00], [0.38, 0.92, -0.73], [-1.05, 4.76, -0.50], [-6.08, 1.73, -3.69], [5.31, -1.75, 6.21], [-0.73, -3.11, -2.57], [3.77, -2.21, -2.86], [-1.67, -2.49, -1.05], [-3.79, -3.50, -2.29], [0.50, 2.33, -5.17], [4.00, -1.54, 4.12], [1.44, 2.90, -2.90], [4.95, 2.17, -1.96], [-0.51, 4.45, -5.45], [1.78, -3.49, 5.32], [-0.39, 2.47, 3.60], [-3.39, 2.71, -3.23], [-2.42, 6.04, -2.32], [-4.28, 0.85, 0.76], [0.79, -4.71, 2.49], [-0.46, -1.02, 1.57], [-4.60, 1.49, -4.74], [3.10, -4.15, 4.03], [-3.41, 0.02, -0.52], [1.79, -2.47, 1.23], [0.45, 3.83, 3.63], [-1.53, -3.52, 2.51], [-3.92, 2.73, -1.19], [4.11, -3.27, 6.52], [4.09, 1.21, -0.80], [2.80, -1.52, 5.66], [-3.04, 5.81, -0.65], [5.16, -3.43, 5.35], [0.76, 2.71, 2.33], [3.05, -1.55, 2.00], [-5.08, 0.35, -3.45], [-1.81, 3.50, -5.04], [-1.32, 3.49, -1.44], [2.94, -3.71, -2.15], [-0.51, -3.08, 1.01], [-3.15, 1.26, -2.70], [-2.83, 0.12, 0.83], [-1.07, 4.45, -3.89], [2.28, -2.00, -1.67], [-0.17, 2.27, -3.61], [-3.48, 4.77, -2.03], [-2.63, -3.71, -3.57], [-1.18, -0.93, 3.06], [-1.70, -0.62, -2.28], [0.09, -4.12, 3.76], [0.23, -1.40, 4.54], [3.11, -3.33, 1.56], [-2.51, -4.80, -2.45], [1.39, -0.56, 3.55], [3.37, 1.67, -2.21], [-1.65, 2.60, 0.17]]}